Entry 1:
Below is a 7-piece molecular cluster, C38H86N4O7 overall at a distorted geometry, with properties calculated with ωB97M-V/def2-TZVPD.

Geometry as XYZ:
```
135
C38H86N4O7 ωB97M-V/def2-TZVPD
C 3.180 2.510 4.431
C 2.540 1.316 3.805
C 1.397 0.688 4.714
C 1.902 1.895 2.507
C 1.476 0.798 1.491
C 2.695 -0.021 1.084
C 3.435 -0.655 2.304
C 2.643 -1.863 2.852
C 4.850 -1.004 1.772
N 3.554 0.342 3.379
O 4.351 -0.071 4.424
H 4.081 2.871 3.934
H 2.570 3.413 4.440
H 3.396 2.415 5.495
H 1.737 -0.018 5.472
H 0.820 1.444 5.247
H 0.811 0.025 4.077
H 0.931 2.324 2.753
H 2.513 2.677 2.056
H 0.668 0.237 1.961
H 0.945 1.259 0.658
H 3.376 0.637 0.543
H 2.490 -0.829 0.383
H 1.558 -1.776 2.906
H 2.983 -2.187 3.836
H 2.931 -2.717 2.239
H 4.827 -1.785 1.012
H 5.426 -1.450 2.583
H 5.371 -0.082 1.514
H 3.857 -0.792 4.821
C -1.646 -5.691 0.019
C -0.362 -6.526 -0.076
C -0.500 -7.910 0.533
C -0.285 -6.914 -1.624
C 0.234 -5.813 -2.546
C 1.538 -5.243 -1.922
C 1.422 -4.723 -0.485
C 2.916 -4.584 0.073
C 0.662 -3.333 -0.522
N 0.809 -5.800 0.364
O 0.751 -5.511 1.720
H -1.781 -5.208 0.987
H -1.790 -4.824 -0.626
H -2.549 -6.301 -0.010
H 0.418 -8.494 0.598
H -0.776 -7.762 1.577
H -1.301 -8.568 0.196
H 0.320 -7.760 -1.951
H -1.290 -7.159 -1.969
H 0.476 -6.214 -3.530
H -0.502 -5.013 -2.627
H 1.609 -4.443 -2.659
H 2.277 -6.015 -2.135
H 3.408 -3.755 -0.435
H 3.494 -5.470 -0.190
H 2.891 -4.493 1.159
H 0.279 -3.130 0.478
H -0.159 -3.277 -1.236
H 1.336 -2.506 -0.746
H 1.530 -5.950 2.070
C 0.168 3.602 -4.104
C 0.151 2.483 -5.179
C -1.012 2.846 -6.058
C 1.505 2.644 -5.841
C 1.988 1.498 -6.764
C 2.032 0.222 -5.945
C 0.655 -0.012 -5.291
C -0.302 -0.478 -6.386
C 1.062 -1.077 -4.273
N 0.117 1.127 -4.506
O -1.123 0.832 -3.923
H 1.034 3.466 -3.456
H 0.161 4.629 -4.467
H -0.760 3.629 -3.534
H -0.994 2.172 -6.914
H -1.978 2.845 -5.552
H -0.817 3.821 -6.506
H 1.341 3.574 -6.385
H 2.316 2.870 -5.148
H 1.293 1.542 -7.602
H 2.964 1.719 -7.195
H 2.855 0.317 -5.237
H 2.318 -0.604 -6.597
H -1.272 -0.667 -5.925
H 0.001 -1.458 -6.755
H -0.460 0.159 -7.256
H 1.500 -1.948 -4.761
H 0.167 -1.360 -3.719
H 1.731 -0.729 -3.485
H -1.008 0.825 -2.970
C -2.800 3.137 1.715
C -3.513 2.851 3.083
C -4.352 1.546 3.085
C -2.453 2.604 4.175
C -1.798 3.887 4.610
C -2.825 4.803 5.233
C -3.915 5.217 4.162
C -5.024 5.901 4.928
C -3.277 6.187 3.014
N -4.417 3.991 3.515
O -5.479 4.234 2.633
H -2.541 2.158 1.311
H -3.552 3.476 1.003
H -1.887 3.715 1.576
H -5.174 1.645 2.377
H -3.754 0.670 2.834
H -4.732 1.363 4.090
H -2.848 2.029 5.013
H -1.728 1.964 3.672
H -1.045 3.574 5.333
H -1.309 4.339 3.747
H -2.323 5.682 5.637
H -3.260 4.383 6.139
H -5.802 6.312 4.285
H -4.725 6.738 5.560
H -5.606 5.304 5.630
H -2.445 5.822 2.412
H -3.027 7.151 3.458
H -4.097 6.442 2.342
H -6.224 4.167 3.235
C -3.782 -1.967 -0.911
O -2.876 -2.050 -2.009
H -3.469 -2.576 -0.063
H -3.858 -0.936 -0.564
H -4.760 -2.362 -1.186
H -2.127 -1.507 -1.753
C 2.931 1.975 -1.934
O 1.654 1.332 -1.821
H 3.714 1.228 -2.068
H 2.872 2.637 -2.798
H 3.105 2.526 -1.010
H 1.531 0.838 -2.634
O -0.748 -0.219 -1.032
H 0.195 -0.324 -1.156
H -0.827 0.415 -0.319
```

Calculated values
Orbital gap: 8.5797 eV
Lowest unoccupied orbital energy: 0.0176 Eh
Highest occupied orbital energy: -8.100 eV
Spin multiplicity: 1
SMILES: CC1(C)CCCC(C)(C)N1O.CC1(C)CCCC(C)(C)N1O.CC1(C)CCCC(C)(C)N1O.CC1(C)CCCC(C)(C)N1O.CO.CO.O
Relative energy (zero: lowest compared OMol25 entry of this formula, charge and spin): 43.9 kcal/mol

Atom charges from the Mulliken analysis, given in e for atoms 1 to 8: -1.93 1.77 -1.50 -1.58 0.07 -0.97 1.74 -0.98



Entry 2:
Below is C3H4O2Pt as an isolated structure at a distorted geometry, with properties calculated with ωB97M-V/def2-TZVPD.

Geometry as XYZ:
```
10
C3H4O2Pt ωB97M-V/def2-TZVPD
H -0.733 -2.973 0.683
O -0.016 1.098 -0.076
O -1.788 -0.216 -0.633
C 0.745 0.029 0.174
C 2.103 0.387 0.524
C -1.272 0.840 -0.520
H 2.433 -0.255 1.357
H 2.706 0.020 -0.333
H 2.287 1.453 0.696
Pt -0.243 -1.725 -0.110
```

Calculated values
Orbital gap (spin up / spin down): 8.0353 / 8.1403 eV
Lowest unoccupied orbital energy (spin up / spin down): -0.2419 / -0.2803 Eh
Highest occupied orbital energy (spin up / spin down): -14.617 / -15.767 eV
Spin multiplicity: 4
⟨S²⟩: 3.762
Total charge: +1
Relative energy (zero: lowest compared OMol25 entry of this formula, charge and spin): 0.0 kcal/mol

Atom charges from the natural (NBO) analysis, given in e for atoms 1 to 8: -0.04 -0.49 -0.54 0.35 -0.77 0.91 0.30 0.32